Molecular formula: C5H5ClOS2
Method: DFT, the ωB97M-V functional and the def2-TZVPD basis

Geometry as XYZ:
```
14
Properties=species:S:1:pos:R:3:forces:R:3
C 1.375 -1.194 1.425 -0.14 0.63 -2.65
C 0.155 -0.562 1.523 -2.50 0.42 0.85
C 1.634 -1.439 0.112 -0.41 -0.84 0.13
C -0.486 -0.366 0.342 -2.10 0.11 -1.71
C -2.346 0.758 -1.629 -0.13 -0.72 0.70
O -2.438 1.541 0.816 -0.43 1.10 1.78
S 0.331 -1.147 -0.985 0.83 1.04 1.24
S -2.226 0.438 -0.034 2.67 -0.51 -1.06
Cl -3.340 -1.180 0.636 -0.41 -0.34 0.34
H 2.086 -1.261 2.173 1.09 -0.44 1.41
H -0.345 -0.491 2.462 -0.27 0.88 0.54
H 2.533 -1.897 -0.153 1.10 -0.61 -1.04
H -3.213 1.333 -1.974 0.38 0.05 0.59
H -2.342 -0.230 -2.028 0.31 -0.76 -1.14
```
Forces are in eV/Å.

Properties
energy relative to the best compared isomer or geometry (same formula, charge and spin) = 89.4 kJ/mol
E_tot = -41502.400 eV
SMILES = C=[S@@](=O)(Cl)c1cccs1
highest occupied orbital energy = -0.3344 Ha
frontier orbital gap = 9.023 eV
lowest unoccupied orbital energy = -0.0759 eV

Molecular formula: C5H5CrFLiO4
Method: DFT, the ωB97M-V functional and the def2-TZVPD basis

Geometry as XYZ:
```
17
Properties=species:S:1:pos:R:3:forces:R:3
H -0.640 1.851 -0.170 -0.37 -0.15 -0.24
O -1.267 0.167 0.844 1.03 0.92 0.79
O -2.786 -0.448 -0.614 -2.31 1.81 0.27
O -2.411 -1.678 1.292 -1.38 1.16 0.46
C -1.025 0.846 -0.381 1.38 1.00 0.14
C -2.273 0.638 -1.063 1.25 -1.96 -1.64
C -2.309 -0.642 0.746 2.55 -3.67 -1.25
H -2.589 1.011 -2.040 -0.21 0.09 0.27
C 1.727 -0.671 -0.851 1.45 -0.24 0.25
C 2.340 0.121 0.079 -1.18 1.00 -1.11
O 1.919 0.156 1.322 -0.08 -1.18 -0.43
Cr 2.399 1.431 2.674 0.49 0.87 1.03
Li 0.692 -1.338 1.601 0.19 -0.11 -0.12
F 1.135 -1.792 -0.284 -0.92 -0.10 0.21
H 2.121 -0.860 -1.847 -0.24 0.03 0.18
H 3.014 0.905 -0.290 -0.07 -0.25 0.16
H -0.047 0.304 -1.019 -1.58 0.77 1.04
```
Forces are in eV/Å.

Properties
E_tot = -44779.397 eV
highest occupied orbital energy (alpha / beta) = -0.5651 / -0.6101 Ha
total charge = +2
frontier orbital gap (alpha / beta) = 5.414 / 6.671 eV
2S+1 = 6
lowest unoccupied orbital energy (alpha / beta) = -9.9617 / -9.9319 eV

Molecular formula: C5H5F
Method: DFT, the ωB97M-V functional and the def2-TZVPD basis

Geometry as XYZ:
```
11
Properties=species:S:1:pos:R:3:forces:R:3
C 0.844 0.227 0.283 -2.07 -0.30 -2.45
C 2.141 0.062 0.275 -1.31 -0.31 2.99
C -1.384 -0.625 0.104 -1.90 3.08 -1.83
C -0.499 0.486 0.548 -0.11 -0.63 0.57
C -0.463 -0.169 -0.984 1.72 1.00 1.05
F -0.829 0.706 -2.013 0.11 -0.75 1.48
H 2.594 -0.202 -0.604 1.26 -0.55 -1.88
H 2.592 -0.167 1.256 0.19 0.81 -0.64
H -1.561 -1.635 0.317 0.71 -1.39 0.82
H -2.361 -0.074 0.052 0.34 -0.93 -0.18
H -1.075 1.391 0.765 1.06 -0.03 0.07
```
Forces are in eV/Å.

Properties
energy relative to the best compared isomer or geometry (same formula, charge and spin) = 408.0 kJ/mol
E_tot = -7978.015 eV
SMILES = C=C1[C@@H]2C[C@@]12F
highest occupied orbital energy = -0.3082 Ha
frontier orbital gap = 9.429 eV
lowest unoccupied orbital energy = 1.0417 eV

Molecular formula: C5H5F2N
Method: DFT, the ωB97M-V functional and the def2-TZVPD basis

Geometry as XYZ:
```
13
Properties=species:S:1:pos:R:3:forces:R:3
C -2.068 -1.668 -0.460 -0.39 -0.43 0.29
C 0.939 0.111 0.028 0.78 0.89 2.03
C 0.016 -0.709 0.887 -2.97 -0.14 -1.51
C -0.055 -0.115 -1.064 0.50 -4.40 -1.70
C -0.900 -1.015 -0.103 3.64 2.66 0.68
N -2.991 -2.182 -0.906 -0.54 -0.22 -0.07
F -0.735 0.903 -1.569 -0.27 1.29 -0.58
F -3.108 1.865 1.185 -0.07 -0.25 -0.04
H 1.116 1.178 0.272 -0.37 -0.58 0.14
H 1.926 -0.379 0.011 -0.25 0.24 -0.72
H -0.147 -0.852 1.914 0.62 -0.54 1.40
H -3.478 1.056 0.919 0.08 0.22 0.02
H 0.414 -0.804 -1.840 -0.75 1.26 0.07
```
Forces are in eV/Å.

Properties
energy relative to the best compared isomer or geometry (same formula, charge and spin) = 254.7 kJ/mol
E_tot = -12188.466 eV
highest occupied orbital energy = -0.3757 Ha
frontier orbital gap = 10.124 eV
lowest unoccupied orbital energy = -0.0991 eV

Molecular formula: C5H5F2N
Method: DFT, the ωB97M-V functional and the def2-TZVPD basis

Geometry as XYZ:
```
13
Properties=species:S:1:pos:R:3:forces:R:3
C 2.098 1.145 -0.951 2.34 0.47 1.66
C 0.829 0.625 -1.040 -1.64 1.83 -1.96
C 2.876 0.376 -0.067 -5.85 -4.91 1.31
C 1.724 -0.817 0.427 5.42 4.36 -1.88
C -0.565 -1.205 -0.112 -0.13 -0.70 0.32
N 0.683 -0.506 -0.301 -1.42 -0.04 -0.34
F 4.103 0.330 0.359 0.97 0.60 0.08
F 1.743 -1.930 1.142 0.24 0.02 0.05
H 2.485 2.141 -1.238 -0.64 -0.87 -0.41
H -0.002 1.174 -1.627 1.28 -1.60 1.40
H -0.842 -1.956 -0.848 0.71 -0.23 -0.15
H -0.562 -1.633 0.890 -0.11 -0.11 -0.20
H -1.339 -0.503 -0.171 -1.17 1.19 0.12
```
Forces are in eV/Å.

Properties
energy relative to the best compared isomer or geometry (same formula, charge and spin) = 308.9 kJ/mol
E_tot = -12187.905 eV
SMILES = Cn1ccc(F)c1F
highest occupied orbital energy = -0.2684 Ha
frontier orbital gap = 8.164 eV
lowest unoccupied orbital energy = 0.8607 eV

Molecular formula: C5H5F4I
Method: DFT, the ωB97M-V functional and the def2-TZVPD basis

Geometry as XYZ:
```
15
Properties=species:S:1:pos:R:3:forces:R:3
C 0.680 0.124 -0.427 -3.05 0.76 1.67
C -0.442 1.173 0.095 2.00 2.49 2.90
C -0.432 -0.930 -0.559 -1.90 1.47 1.39
C -1.453 0.134 0.333 -0.28 -4.62 -1.93
C 1.794 -0.284 0.459 0.33 -1.61 1.27
F -0.856 2.112 -0.807 0.19 -0.23 -0.91
F -0.767 -1.069 -1.858 -0.23 -0.46 0.28
F -0.293 -2.145 0.026 0.07 0.69 -0.61
F -1.495 -0.438 1.583 0.09 1.14 -0.25
I -3.388 0.372 -0.507 0.10 0.08 0.32
H 0.832 0.430 -1.405 1.33 0.54 -1.89
H -0.276 1.841 1.046 0.35 -1.69 -1.33
H 1.519 -0.147 1.587 0.65 -0.23 -2.09
H 2.712 0.262 0.181 -0.27 -0.49 0.49
H 1.865 -1.435 0.253 0.61 2.15 0.69
```
Forces are in eV/Å.

Properties
energy relative to the best compared isomer or geometry (same formula, charge and spin) = 0.0 kJ/mol
E_tot = -24234.740 eV
SMILES = C[C@@H]1[C@@H](F)[C@@](F)(I)C1(F)F
highest occupied orbital energy = -0.3569 Ha
frontier orbital gap = 10.076 eV
lowest unoccupied orbital energy = 0.3635 eV

Molecular formula: C5H5F5O3S
Method: DFT, the ωB97M-V functional and the def2-TZVPD basis

Geometry as XYZ:
```
19
Properties=species:S:1:pos:R:3:forces:R:3
C -1.043 0.489 0.857 2.04 -0.53 -0.91
C 0.384 0.954 0.786 0.17 -0.84 1.30
C 0.175 -1.707 -0.824 -2.15 -0.34 -1.78
C 1.424 -0.235 1.090 -0.03 -0.01 1.62
C -2.010 1.038 -0.052 -1.15 1.88 -1.02
O 2.315 -0.231 -1.284 0.17 -0.59 -0.81
O 0.633 1.649 -0.327 1.26 -0.71 -2.03
O -0.343 -1.208 -1.979 0.59 1.32 1.38
F -1.348 -0.307 1.857 -0.95 0.03 0.55
F 0.601 1.833 1.848 -0.15 -0.13 0.23
F -0.154 -3.018 -0.792 0.55 -0.08 0.90
F 2.518 0.326 1.728 -0.87 -1.15 -1.62
F 0.895 -1.115 1.979 0.34 0.20 -0.04
S 1.852 -1.351 -0.405 1.06 2.23 0.93
H -2.401 0.295 -0.816 0.55 0.89 0.60
H -1.452 1.976 -0.555 -1.74 -2.29 0.88
H -2.908 1.379 0.550 0.81 -0.18 -0.75
H 1.184 1.082 -0.974 -0.55 0.90 0.99
H -0.322 -1.850 -2.686 0.06 -0.61 -0.39
```
Forces are in eV/Å.

Properties
energy relative to the best compared isomer or geometry (same formula, charge and spin) = 315.3 kJ/mol
E_tot = -35825.777 eV
highest occupied orbital energy (alpha / beta) = -0.2994 / -0.3405 Ha
frontier orbital gap (alpha / beta) = 6.543 / 9.017 eV
lowest unoccupied orbital energy (alpha / beta) = -1.6040 / -0.2487 eV

Molecular formula: C5H5F6MnP
Method: DFT, the ωB97M-V functional and the def2-TZVPD basis

Geometry as XYZ:
```
18
Properties=species:S:1:pos:R:3:forces:R:3
Mn -0.178 0.311 -0.505 0.05 0.00 -0.03
C 2.022 0.068 0.503 -0.02 -0.02 0.03
C 1.615 1.473 0.630 -0.02 0.00 0.00
C 1.524 1.982 -0.632 -0.01 0.02 0.01
C 1.863 0.880 -1.598 -0.03 -0.02 -0.01
C 2.124 -0.275 -0.877 -0.02 0.01 -0.02
H 2.253 -0.587 1.334 0.01 0.00 0.00
H 1.475 1.997 1.563 0.00 0.00 0.00
H 1.288 2.996 -0.923 0.01 0.00 -0.01
H 1.912 1.003 -2.672 0.01 0.00 0.00
H 2.424 -1.232 -1.274 0.00 0.00 0.00
F -1.178 0.851 -1.793 -0.01 -0.03 0.04
P -3.862 -2.098 1.400 -0.11 -0.07 0.01
F -3.790 -2.143 -0.083 0.03 0.01 0.01
F -2.685 -2.790 1.988 0.02 0.02 -0.02
F -3.903 -0.687 1.864 0.03 0.04 0.00
F -1.245 -0.672 0.518 0.05 0.02 -0.01
F -5.099 -2.789 1.846 0.02 0.01 -0.01
```
Forces are in eV/Å.

Properties
E_tot = -62164.315 eV
highest occupied orbital energy (alpha / beta) = -0.6590 / -0.6875 Ha
total charge = +2
frontier orbital gap (alpha / beta) = 7.901 / 7.071 eV
2S+1 = 6
lowest unoccupied orbital energy (alpha / beta) = -10.0303 / -11.6378 eV

Molecular formula: C5H5FIN
Method: DFT, the ωB97M-V functional and the def2-TZVPD basis

Geometry as XYZ:
```
13
Properties=species:S:1:pos:R:3:forces:R:3
C -0.194 1.570 0.285 2.08 1.56 -0.74
C -1.440 1.247 -0.080 -2.50 -0.11 0.49
C -1.805 -0.090 -0.328 1.90 -0.40 0.26
C 0.602 -0.719 0.591 -2.37 2.00 0.10
C 1.460 -1.679 -0.073 -2.51 0.50 -2.41
N 0.782 0.592 0.308 -1.15 -1.12 0.60
F -2.374 2.271 -0.160 0.77 -0.82 0.07
I -3.456 -1.017 0.376 -0.37 0.33 0.04
H 0.217 2.621 0.242 -0.85 -1.23 0.47
H 0.718 -2.101 -0.845 0.62 0.37 1.06
H 2.099 -1.181 -0.739 2.01 0.30 -0.69
H 1.770 -2.525 0.441 0.89 -1.16 1.18
H 1.622 1.011 -0.016 1.48 -0.22 -0.43
```
Forces are in eV/Å.

Properties
energy relative to the best compared isomer or geometry (same formula, charge and spin) = 526.2 kJ/mol
E_tot = -17567.780 eV
highest occupied orbital energy (alpha / beta) = -0.2840 / -0.2839 Ha
frontier orbital gap (alpha / beta) = 6.882 / 6.882 eV
lowest unoccupied orbital energy (alpha / beta) = -0.8446 / -0.8442 eV

Molecular formula: C5H5FLiMnO4
Method: DFT, the ωB97M-V functional and the def2-TZVPD basis

Geometry as XYZ:
```
17
Properties=species:S:1:pos:R:3:forces:R:3
H -0.403 -1.342 0.846 0.11 -0.67 -0.84
O -1.152 0.068 -0.567 0.49 0.04 0.76
O -3.220 -0.248 0.030 -0.58 -0.86 -0.79
O -2.619 1.758 -0.865 0.52 -0.75 0.07
C -1.195 -1.166 0.123 -1.76 -0.67 0.53
C -2.520 -1.412 0.295 1.53 0.99 1.26
C -2.398 0.656 -0.486 -1.20 1.19 -0.45
H -3.040 -2.194 0.836 0.04 0.16 -0.22
C 2.195 1.511 0.495 2.53 0.15 1.45
C 2.041 0.050 0.367 0.77 -2.69 1.38
O 1.807 -0.161 -1.001 -0.82 -1.51 -0.54
Li 2.768 -1.379 -1.950 0.35 -0.16 0.03
Mn 0.380 0.931 -1.549 -1.06 1.01 -1.14
F 1.049 2.123 -0.042 -0.01 0.26 0.47
H 2.546 2.046 1.375 -0.12 -0.02 -0.25
H 2.289 -1.127 0.785 2.27 3.19 -0.79
H 1.470 -0.114 1.309 -3.07 0.33 -0.94
```
Forces are in eV/Å.

Properties
energy relative to the best compared isomer or geometry (same formula, charge and spin) = 406.4 kJ/mol
E_tot = -47676.558 eV
highest occupied orbital energy (alpha / beta) = -0.5987 / -0.6368 Ha
total charge = +2
frontier orbital gap (alpha / beta) = 7.495 / 8.322 eV
2S+1 = 7
lowest unoccupied orbital energy (alpha / beta) = -8.7952 / -9.0050 eV

Molecular formula: C5H5FN2
Method: DFT, the ωB97M-V functional and the def2-TZVPD basis

Geometry as XYZ:
```
13
Properties=species:S:1:pos:R:3:forces:R:3
C -0.967 -1.788 0.262 1.32 -1.07 0.98
C -0.236 -0.473 0.053 -0.78 0.20 0.37
C -0.748 0.717 0.601 0.88 -0.43 -0.97
C 0.974 1.855 -0.366 -0.15 -0.81 0.36
C 1.537 0.638 -0.806 -0.88 1.24 0.43
H -0.245 -2.470 0.808 -0.85 0.71 -0.21
H -1.202 -2.354 -0.629 -0.13 0.39 -0.56
H -1.638 0.750 1.191 -0.40 -0.17 0.23
H 1.422 2.820 -0.544 0.25 -0.01 -0.17
H 2.467 0.607 -1.320 0.65 0.06 -0.38
N -0.146 1.877 0.360 0.35 0.12 -0.20
N 0.923 -0.510 -0.617 -0.85 -0.51 0.37
F -2.141 -1.669 1.007 0.58 0.28 -0.25
```
Forces are in eV/Å.

Properties
energy relative to the best compared isomer or geometry (same formula, charge and spin) = 0.0 kJ/mol
E_tot = -10963.127 eV
SMILES = FCc1cnccn1
highest occupied orbital energy = -0.3605 Ha
frontier orbital gap = 10.212 eV
lowest unoccupied orbital energy = 0.4025 eV

Molecular formula: C5H5FNO2
Method: DFT, the ωB97M-V functional and the def2-TZVPD basis

Geometry as XYZ:
```
14
Properties=species:S:1:pos:R:3:forces:R:3
C -1.731 -2.139 -0.699 -0.83 -1.64 0.98
C -1.301 -1.365 0.375 0.88 1.63 -5.30
C -1.024 -1.695 -1.822 -1.32 -1.18 -1.55
C 0.227 0.584 0.820 2.16 0.89 1.32
C 1.346 1.269 0.184 -0.35 0.03 -0.12
N -0.487 -0.338 -0.059 -1.57 -2.98 -1.87
O -0.170 0.757 1.935 -0.61 -1.13 -1.60
O -0.263 -0.688 -1.700 0.83 1.95 4.33
F -1.106 -2.116 -3.080 -0.04 0.35 2.13
H -2.513 -2.976 -0.618 1.58 1.47 -0.43
H -1.683 -1.204 1.304 -0.82 -0.26 2.88
H 0.867 1.620 -0.672 -0.92 1.68 -1.68
H 2.146 0.805 -0.328 0.88 -1.68 0.16
H 1.741 2.049 0.773 0.14 0.87 0.76
```
Forces are in eV/Å.

Properties
energy relative to the best compared isomer or geometry (same formula, charge and spin) = 0.0 kJ/mol
E_tot = -13557.481 eV
SMILES = CC(=O)[n+]1ccc(F)o1
highest occupied orbital energy = -0.5825 Ha
total charge = +1
frontier orbital gap = 9.155 eV
lowest unoccupied orbital energy = -6.6960 eV